[1]
{
  "formula": "C6H6ClN3S",
  "method": "the ωB97M-V functional and the def2-TZVPD basis",
  "gap_ev": [6.721, 6.720],
  "multiplicity": 1,
  "homo_energy_ha": [-0.3038, -0.3038],
  "energy_ha": -1254.65697,
  "lumo_energy_ev": [-1.55, -1.55],
  "relative_energy_ev": 4.855,
  "species": ["C", "C", "C", "C", "C", "C", "N", "N", "N", "S", "Cl", "H", "H", "H", "H", "H", "H"],
  "xyz": [[-3.532, 2.162, -0.127], [-3.860, 0.909, -0.460], [-4.605, -0.146, -0.079], [-1.865, -0.430, 0.109], [-0.128, 1.026, -0.561], [0.422, -1.260, -0.092], [-3.179, 3.216, 0.228], [-4.327, -1.416, 0.094], [-0.600, -0.292, -0.211], [-2.760, -1.877, 0.358], [-6.320, 0.194, -0.072], [0.029, 1.431, 0.442], [0.750, 1.136, -1.229], [-0.917, 1.511, -0.991], [0.995, -0.879, -0.938], [0.849, -1.243, 0.996], [0.094, -2.236, -0.425]],
  "mulliken_charge": [0.584, -0.482, 0.727, 0.006, -0.922, -0.954, -0.462, -0.504, 0.076, 0.047, -0.159, 0.363, 0.351, 0.288, 0.360, 0.260, 0.419]
}

***

[2]
{
  "formula": "C17H12ClI2N2O9RhS",
  "method": "the ωB97M-V functional and the def2-TZVPD basis",
  "gap_ev": [5.558, 6.262],
  "s_squared": 6.04,
  "multiplicity": 5,
  "homo_energy_ha": [-0.2549, -0.3589],
  "energy_ha": -3005.62045,
  "lumo_energy_ev": [-1.38, -3.50],
  "relative_energy_ev": 1.675,
  "species": ["Rh", "I", "C", "C", "C", "I", "C", "C", "C", "C", "N", "C", "C", "O", "H", "H", "H", "H", "O", "Cl", "O", "O", "O", "C", "O", "H", "H", "H", "H", "O", "S", "O", "N", "C", "O", "C", "C", "C", "C", "C", "C", "H", "H", "H", "H"],
  "xyz": [[-1.422, 0.437, 0.820], [-1.800, 5.418, -0.629], [-0.196, 4.383, 0.142], [1.015, 4.960, 0.354], [2.099, 4.217, 0.896], [3.883, 5.215, 1.143], [1.982, 2.845, 1.266], [2.966, 2.040, 1.833], [2.644, 0.694, 2.161], [1.410, 0.191, 1.924], [0.429, 0.970, 1.344], [0.711, 2.261, 1.027], [-0.359, 2.980, 0.466], [-1.467, 2.352, 0.238], [1.173, 6.001, 0.109], [3.951, 2.433, 2.034], [3.386, 0.057, 2.620], [1.120, -0.818, 2.175], [-4.828, 1.812, 1.752], [-4.044, 0.657, 1.953], [-4.757, -0.413, 2.524], [-3.495, 0.217, 0.602], [-2.827, 0.964, 2.706], [-2.503, -0.871, -2.035], [-1.750, 0.249, -1.528], [-2.339, -0.957, -3.109], [-3.562, -0.754, -1.813], [-2.141, -1.769, -1.545], [-2.265, 1.054, -1.662], [-1.166, -5.396, -1.035], [-0.195, -4.781, -0.183], [0.683, -5.597, 0.598], [-0.937, -3.661, 0.781], [-0.575, -2.467, 0.461], [-1.027, -1.440, 1.109], [0.427, -2.338, -0.650], [1.029, -1.222, -1.206], [1.951, -1.415, -2.229], [2.266, -2.691, -2.681], [1.663, -3.813, -2.124], [0.751, -3.602, -1.113], [0.793, -0.222, -0.876], [2.430, -0.556, -2.679], [2.990, -2.811, -3.476], [1.903, -4.811, -2.463]],
  "mulliken_spin": [1.647, 0.031, 0.199, -0.051, 0.326, 0.058, -0.115, 0.433, 0.035, 0.145, 0.174, 0.233, 0.207, 0.279, 0.008, 0.031, 0.005, 0.019, 0.011, -0.002, 0.006, 0.044, 0.055, 0.004, 0.085, 0.004, 0.000, -0.002, -0.012, 0.000, 0.001, 0.000, 0.004, -0.037, 0.135, 0.006, -0.002, 0.001, 0.001, 0.001, -0.002, 0.036, 0.000, 0.000, 0.000]
}

***

Please write out number 1 again, unchanged.
{
  "formula": "C6H6ClN3S",
  "method": "the ωB97M-V functional and the def2-TZVPD basis",
  "gap_ev": [6.721, 6.720],
  "multiplicity": 1,
  "homo_energy_ha": [-0.3038, -0.3038],
  "energy_ha": -1254.65697,
  "lumo_energy_ev": [-1.55, -1.55],
  "relative_energy_ev": 4.855,
  "species": ["C", "C", "C", "C", "C", "C", "N", "N", "N", "S", "Cl", "H", "H", "H", "H", "H", "H"],
  "xyz": [[-3.532, 2.162, -0.127], [-3.860, 0.909, -0.460], [-4.605, -0.146, -0.079], [-1.865, -0.430, 0.109], [-0.128, 1.026, -0.561], [0.422, -1.260, -0.092], [-3.179, 3.216, 0.228], [-4.327, -1.416, 0.094], [-0.600, -0.292, -0.211], [-2.760, -1.877, 0.358], [-6.320, 0.194, -0.072], [0.029, 1.431, 0.442], [0.750, 1.136, -1.229], [-0.917, 1.511, -0.991], [0.995, -0.879, -0.938], [0.849, -1.243, 0.996], [0.094, -2.236, -0.425]],
  "mulliken_charge": [0.584, -0.482, 0.727, 0.006, -0.922, -0.954, -0.462, -0.504, 0.076, 0.047, -0.159, 0.363, 0.351, 0.288, 0.360, 0.260, 0.419]
}